# C5H10ClN

The molecule C5H10ClN at a distorted geometry (wB97M-V/def2-TZVPD, the Open Molecules 2025 dataset).

Structure (XYZ):
```
17
Properties=species:S:1:pos:R:3:forces:R:3
C -0.39300 0.57221 -2.04619 1.48 0.49 -1.44
C -0.10737 0.12762 -0.62939 -0.83 1.36 1.21
C 0.48686 -1.22533 -0.55531 0.35 -0.35 -0.11
C -0.43628 0.92211 0.42646 -0.35 0.94 -1.98
C -0.36150 0.83449 1.92220 0.69 -0.51 -0.09
H 0.54761 0.97974 -2.60145 -1.30 -0.90 1.06
H -0.74691 -0.27972 -2.63551 0.25 -0.12 0.05
H -1.14387 1.33214 -2.24469 -0.13 0.22 0.77
H -0.28970 -1.92959 -0.90727 0.29 -0.12 0.56
H 1.23233 -1.27499 -1.35881 0.13 -0.08 0.16
H 0.46116 -1.55458 1.47749 0.00 -0.21 -0.21
H 1.87938 -0.94478 0.94873 -0.68 -0.62 -0.45
H -0.76134 1.93367 0.05034 -0.06 -1.05 0.74
H 0.59424 0.45703 2.28050 -0.06 0.08 -0.06
H -0.50527 1.81153 2.32350 0.00 0.65 0.22
N 1.12187 -1.61062 0.70600 0.26 0.36 0.11
Cl -1.57821 -0.15090 2.84339 -0.05 -0.14 -0.55
```
Positions in Å, forces in eV/Å.

Structure (SMILES): C/C(=C/CCl)CN
LUMO energy (eV): 0.87
HOMO-LUMO gap (Ha): 0.3770


# C5H10ClN2

A 2-piece molecular cluster, C5H10ClN2 overall at a distorted geometry (wB97M-V/def2-TZVPD, the Open Molecules 2025 dataset).

Structure (XYZ):
```
18
Properties=species:S:1:pos:R:3:forces:R:3
C 0.08844 0.71884 -0.00055 0.29 -3.37 -1.36
C -0.29607 -1.41146 -0.84124 2.35 -1.57 -0.10
C -0.53182 -0.42072 -1.94300 0.79 0.64 -1.01
C 0.92489 -1.24285 1.37333 -1.04 -0.52 -1.29
C 0.63824 2.32384 1.78905 2.33 1.02 1.34
N 0.31889 -0.55763 0.24401 0.47 0.25 0.13
N -0.43227 0.84710 -1.16889 -1.30 1.75 -2.26
Cl 0.59853 3.80046 1.03691 -0.94 0.62 -0.82
H -1.17097 -1.76422 -0.36546 -1.19 -0.75 0.05
H 0.40096 -2.33159 -1.15668 -1.48 2.19 0.90
H 0.33215 -0.38320 -2.67234 -1.02 -0.27 0.60
H -1.49402 -0.48454 -2.49630 0.69 -0.06 0.57
H 1.69793 -1.87570 0.98854 0.42 -0.49 -0.21
H 1.37469 -0.53106 1.97212 0.67 1.28 1.61
H 0.16452 -1.84546 1.85231 0.00 -0.04 0.45
H 1.64114 2.21847 2.14471 0.40 -0.80 0.31
H -0.13180 1.91037 2.37081 -1.42 -0.17 0.35
H -0.47883 1.68207 -1.73985 -0.03 0.30 0.73
```
Positions in Å, forces in eV/Å.

Net charge: +1
2S+1: 3
LUMO energy (alpha / beta) (eV): -3.15 / -7.42
HOMO-LUMO gap (alpha / beta) (Ha): 0.3126 / 0.2514
<S²>: 2.01


# C5H10ClN4

C5H10ClN4 as an isolated structure at a distorted geometry (wB97M-V/def2-TZVPD, the Open Molecules 2025 dataset).

Structure (XYZ):
```
20
Properties=species:S:1:pos:R:3:forces:R:3
C -1.60611 0.74996 -1.08902 0.91 0.07 -1.25
C -0.90971 1.90983 -1.17200 -0.96 0.48 1.48
C -1.03805 -0.42844 -0.54746 -0.24 -0.33 -0.43
C 0.82786 0.97028 0.20531 -0.76 0.85 -3.21
C 0.77015 -1.42120 0.87203 3.32 3.92 -2.21
N 0.14353 2.10638 -0.31935 -0.64 -2.19 -0.37
N 0.17447 -0.25481 0.05331 -1.36 -2.52 2.29
N 1.60603 1.19525 1.27320 2.33 -1.37 0.52
N -1.73889 -1.60080 -0.76998 1.49 0.09 0.99
Cl 2.36047 0.55293 -1.45385 -0.39 0.23 0.50
H -2.40061 0.64231 -1.76255 -1.24 -0.17 -0.57
H -1.36065 2.77533 -1.72281 0.95 -0.82 0.58
H 1.89121 -1.35296 0.60622 -1.72 -0.64 0.21
H 0.70605 -1.26767 1.90766 -0.68 0.27 1.33
H 0.34450 -2.25808 0.49204 -1.00 -2.64 -0.76
H 0.62003 2.96302 -0.42307 1.01 0.80 0.10
H 2.53244 0.64713 1.22582 -2.01 0.91 0.23
H 1.85748 2.15830 1.25314 0.36 0.86 0.47
H -2.57998 -1.60557 -1.32348 -0.02 0.86 -0.09
H -1.56356 -2.57904 -0.48621 0.69 1.32 0.18
```
Positions in Å, forces in eV/Å.

Net charge: +1
LUMO energy (eV): -4.39
HOMO-LUMO gap (Ha): 0.3121


# C5H10ClNO2P

An isolated ion of composition C5H10ClNO2P and charge -1 at a distorted geometry (wB97M-V/def2-TZVPD, the Open Molecules 2025 dataset).

Structure (XYZ):
```
20
Properties=species:S:1:pos:R:3:forces:R:3
C 1.20977 -1.35886 0.46604 2.81 0.53 1.66
C 2.65899 -0.68710 0.16493 -0.14 0.61 0.42
C 0.11810 -0.80526 -0.40123 -2.37 1.22 -0.03
C -2.25865 1.01155 -0.71580 1.27 -2.08 0.11
C -2.95802 0.32735 0.47003 -0.12 0.98 -1.54
N 2.75430 1.68252 -0.22635 -0.53 -0.77 -3.36
O 2.88186 2.80829 0.19235 0.25 1.14 1.53
O 2.79089 0.57673 0.84411 -0.13 -2.27 0.84
P -0.39303 1.04332 -0.06024 -0.27 -0.26 -0.38
Cl -4.76904 0.43120 0.35200 -0.10 -0.04 0.11
H 1.32511 -2.48331 0.32392 -0.31 1.27 0.40
H 1.19532 -1.03239 1.59531 -0.79 -1.08 -1.93
H 3.47530 -1.37179 0.56637 -0.97 0.58 -0.52
H 2.81627 -0.52245 -0.94562 -0.15 -0.14 0.99
H 0.46512 -0.70957 -1.44528 -0.35 -0.60 0.19
H -0.90482 -1.34869 -0.30074 1.89 0.44 -0.49
H -2.37104 0.41782 -1.64901 0.21 -0.20 0.64
H -2.65731 1.94232 -1.04163 -0.10 1.21 0.57
H -2.71944 -0.71603 0.41609 0.03 -0.46 0.44
H -2.65968 0.79435 1.39476 -0.13 -0.07 0.36
```
Positions in Å, forces in eV/Å.

Net charge: -1
2S+1: 3
LUMO energy (alpha / beta) (eV): 2.98 / 2.44
HOMO-LUMO gap (alpha / beta) (Ha): 0.1460 / 0.2093
<S²>: 2.01


# C5H10EuO3

C5H10EuO3 as an isolated structure at a distorted geometry (wB97M-V/def2-TZVPD, the Open Molecules 2025 dataset).

Structure (XYZ):
```
19
Properties=species:S:1:pos:R:3:forces:R:3
O -2.26187 1.58721 0.54616 -2.72 7.68 4.91
C -1.28892 1.99423 1.46800 -0.17 1.27 0.01
C 0.03846 1.27321 1.28590 4.03 -1.11 0.59
O -0.22247 -0.15286 1.52154 -0.95 -0.35 1.35
C 0.77515 -1.01280 0.92983 2.36 1.86 -0.93
C 0.84590 -0.53543 -0.51470 1.38 -1.78 0.09
O -0.16076 -1.34528 -1.21434 1.36 -1.97 -1.81
C 0.07611 -1.45940 -2.60229 0.18 -0.10 0.25
Eu -1.65482 0.11335 -0.35174 0.20 -6.38 -5.19
H -1.66188 1.81247 2.50003 0.32 0.06 -0.39
H -1.07904 3.07846 1.36752 -0.04 -0.34 0.15
H 0.76600 1.60744 2.04216 -0.61 0.00 0.45
H 0.75306 -2.07738 1.19913 -1.17 0.27 -0.14
H 1.73039 -0.68508 1.37220 0.05 -0.08 0.08
H 1.82307 -0.73395 -0.96767 -0.06 -0.22 0.04
H 0.86331 -2.20848 -2.77742 -0.20 0.14 -0.18
H -0.86255 -1.76479 -3.07888 0.20 -0.10 -0.03
H 0.40766 -0.50175 -3.03686 -0.06 -0.11 0.14
H 1.11320 1.01084 0.31143 -4.10 1.25 0.59
```
Positions in Å, forces in eV/Å.

2S+1: 8
LUMO energy (alpha / beta) (eV): -0.16 / -0.26
HOMO-LUMO gap (alpha / beta) (Ha): 0.1960 / 0.2211
<S²>: 15.76


# C5H10F3NO

The molecule C5H10F3NO at a distorted geometry (wB97M-V/def2-TZVPD, the Open Molecules 2025 dataset).

Structure (XYZ):
```
20
Properties=species:S:1:pos:R:3:forces:R:3
C 0.20484 -1.31462 1.12572 1.33 -2.03 -3.07
C 0.61922 -0.43462 -1.23781 -0.93 3.16 0.95
C 0.22287 -0.08070 0.21975 0.17 0.56 0.66
C -1.09541 0.75076 0.25271 -2.14 -2.12 -0.25
C -2.30961 -0.11380 -0.36322 1.59 -0.69 -0.63
N -0.94876 1.92027 -0.56034 -2.31 1.21 0.39
O -1.67468 0.96053 1.56992 1.51 0.71 0.47
F -2.52430 -1.32187 0.21026 0.71 0.44 0.01
F -3.46036 0.49369 -0.29852 -1.04 1.19 0.02
F -2.05127 -0.35299 -1.68452 -0.46 0.13 0.56
H -0.02961 -2.26671 0.45019 -0.09 1.90 1.75
H 1.26571 -1.47274 1.35672 -0.26 -0.12 0.46
H -0.38331 -1.22100 1.99804 -0.67 -0.11 0.79
H 1.49565 -0.86925 -1.55547 2.93 -0.59 0.60
H -0.01955 -1.16054 -1.55120 -2.34 -1.87 -0.91
H 0.46787 0.44454 -1.87398 -0.01 -0.23 0.11
H 0.91296 0.62242 0.73078 0.14 -0.11 -0.59
H -1.89483 2.44200 -0.63375 1.88 -1.26 0.14
H -0.40378 2.52616 0.02625 0.63 0.67 -0.08
H -1.08795 1.45666 2.20965 -0.62 -0.83 -1.35
```
Positions in Å, forces in eV/Å.

Structure (SMILES): CC(C)[C@](N)(O)C(F)(F)F
LUMO energy (eV): 0.58
HOMO-LUMO gap (Ha): 0.4078


# C5H10FN

A 2-piece molecular cluster, C5H10FN overall at a distorted geometry (wB97M-V/def2-TZVPD, the Open Molecules 2025 dataset).

Structure (XYZ):
```
17
Properties=species:S:1:pos:R:3:forces:R:3
C 1.09794 0.86472 2.76609 -1.14 -0.99 -0.54
C 1.50045 0.96071 4.15600 2.02 3.35 -2.97
C -0.94675 -1.56002 -2.58836 -1.05 -0.74 1.22
C -0.61959 -0.10929 -2.45569 -2.39 0.62 -2.76
C -0.62237 0.21503 -1.03538 -0.59 1.05 -0.59
N 0.81416 0.78932 1.65261 0.29 0.19 0.63
F -1.89577 -0.22400 -0.57194 1.09 0.74 0.60
H 1.67326 2.06667 4.20255 -0.06 -0.79 0.79
H 2.45053 0.51447 4.19092 1.48 -0.58 0.24
H 0.97188 0.61278 4.94045 -2.50 -1.14 1.98
H -0.64466 -1.95356 -3.51442 0.32 -0.78 -1.16
H -0.42176 -2.02010 -1.75841 0.54 -0.67 -0.16
H -1.99333 -1.86656 -2.34306 0.62 0.71 -0.62
H -1.34417 0.55686 -3.08656 0.74 -1.05 1.39
H 0.28721 0.13699 -2.95158 1.32 0.00 -0.02
H -0.51731 1.30136 -1.05373 -0.28 0.05 1.38
H 0.21029 -0.28540 -0.54951 -0.41 0.04 0.58
```
Positions in Å, forces in eV/Å.

Structure (SMILES): CC#N.CCCF
LUMO energy (eV): 0.71
HOMO-LUMO gap (Ha): 0.4267


# C5H10FN2

An isolated ion of composition C5H10FN2 and charge +1 at a distorted geometry (wB97M-V/def2-TZVPD, the Open Molecules 2025 dataset).

Structure (XYZ):
```
18
Properties=species:S:1:pos:R:3:forces:R:3
C -1.94061 0.88393 -0.15892 -0.27 -0.62 0.33
C 0.37003 -1.36797 0.41034 -0.82 -4.00 -1.28
C 1.69052 -0.82125 0.06385 -0.81 2.28 -1.06
C -0.70030 -1.16939 -0.63974 2.27 -0.52 -3.66
C 1.69500 0.69715 0.14612 0.08 -0.50 2.40
N -1.59545 -0.21619 -0.27789 -2.29 3.20 0.74
N -2.41479 2.02420 0.20312 -1.46 1.93 -1.12
F 0.70933 1.23893 -0.63560 -0.53 0.62 -1.40
H 0.41882 -2.51166 0.52271 0.18 1.65 0.16
H -0.01142 -0.98338 1.29340 -0.43 0.64 2.07
H 2.32604 -1.15014 0.80321 2.02 -0.83 1.35
H 2.01979 -1.06552 -0.92308 0.32 -0.74 -0.56
H -0.18988 -0.74689 -1.56753 -0.54 -0.60 0.94
H -1.24997 -2.00979 -1.02768 -0.04 -0.75 0.51
H 1.32246 0.97001 1.17586 1.14 -0.05 -0.62
H 2.68761 1.09693 -0.09924 -0.49 0.24 0.07
H -2.09801 2.43121 1.06207 0.30 -0.03 0.49
H -3.03920 2.69982 -0.35099 1.36 -1.93 0.63
```
Positions in Å, forces in eV/Å.

Structure (SMILES): [NH2+]=C=NCCCCF
Net charge: +1
LUMO energy (eV): -3.68
HOMO-LUMO gap (Ha): 0.4149


# C5H10FN2

A 2-piece molecular cluster, C5H10FN2 overall at a distorted geometry (wB97M-V/def2-TZVPD, the Open Molecules 2025 dataset).

Structure (XYZ):
```
18
Properties=species:S:1:pos:R:3:forces:R:3
C -4.06014 -0.44256 -0.44267 3.18 -1.23 -1.57
C -2.99138 0.17312 0.07391 -2.17 2.15 2.52
C -0.62234 0.02491 0.47493 3.47 0.61 0.92
C 2.39088 0.76125 -1.05961 3.28 1.08 -0.01
C 2.78348 -0.54517 1.08396 -4.09 1.24 -0.26
N 2.12999 -0.30975 -0.21967 -1.50 -1.00 1.04
N -1.68059 -0.25777 -0.12868 -0.75 -2.84 -2.93
F -0.54196 0.92221 1.41842 -0.78 -0.40 -0.52
H -5.05101 -0.22221 -0.32255 -2.15 1.17 0.89
H -3.97650 -1.26559 -1.20113 0.45 0.66 0.86
H -3.00689 1.03953 0.87020 -0.37 -1.82 -1.84
H 3.06068 1.55282 -0.57690 -1.00 -0.65 -0.53
H 3.10955 0.27899 -1.83563 -1.10 0.67 0.59
H 1.54340 1.22378 -1.57198 0.06 -0.48 0.02
H 2.14796 -1.30146 1.53329 0.26 -0.46 0.08
H 3.74554 -0.91361 1.02535 2.32 -0.33 -0.31
H 2.60079 0.32457 1.74792 0.86 -0.02 -0.50
H -1.58148 -1.04305 -0.86918 0.03 1.65 1.54
```
Positions in Å, forces in eV/Å.

Net charge: +1
LUMO energy (alpha / beta) (eV): -6.83 / -4.92
HOMO-LUMO gap (alpha / beta) (Ha): 0.2373 / 0.3313


# C5H10FNO

C5H10FNO as an isolated structure at a distorted geometry (wB97M-V/def2-TZVPD, the Open Molecules 2025 dataset).

Structure (XYZ):
```
18
Properties=species:S:1:pos:R:3:forces:R:3
C 2.33862 -0.12860 -0.00467 0.90 -0.17 0.14
C 0.08959 0.19874 0.98962 -2.25 -0.90 2.61
C -0.99702 0.57159 -0.04567 1.52 -0.27 0.31
C -2.10149 -0.38618 -0.07494 -1.69 0.04 0.79
C 0.09485 0.37293 -1.02371 2.14 1.80 -3.07
H 2.54039 0.93528 -0.06008 0.60 0.49 -0.60
H 2.93686 -0.75383 -0.71594 -0.64 0.78 0.36
H 2.69557 -0.37800 1.00540 -0.37 -0.35 -0.24
H 0.27288 1.07241 1.64555 1.05 0.01 -0.83
H -0.32343 -0.56585 1.76321 1.02 0.74 -1.32
H -2.82892 -0.10877 -0.89736 0.75 -0.78 0.67
H -2.56863 -0.18987 0.90804 -0.60 -0.22 -0.42
H -0.63528 -1.67692 -0.14271 -1.24 -0.31 0.05
H 0.03918 -0.13039 -1.97152 -0.82 -0.35 -0.58
H 0.58871 1.33593 -1.24526 -0.49 0.34 -0.15
N 0.92719 -0.30194 -0.10870 -0.32 -1.74 2.98
O -1.63028 -1.71968 -0.04881 1.00 0.24 -0.77
F -1.43878 1.85315 0.02753 -0.55 0.67 0.07
```
Positions in Å, forces in eV/Å.

LUMO energy (eV): 0.89
HOMO-LUMO gap (Ha): 0.3702


# C5H10INOS

C5H10INOS as an isolated structure at a distorted geometry (wB97M-V/def2-TZVPD, the Open Molecules 2025 dataset).

Structure (XYZ):
```
19
Properties=species:S:1:pos:R:3:forces:R:3
C -1.64426 0.04720 -0.04893 -1.34 -2.80 -2.06
C -1.63180 -0.71784 -1.41467 2.39 2.07 -0.41
C 0.78260 -0.55845 -1.49206 0.05 2.46 -2.13
C 0.62995 0.32238 -0.27275 3.47 0.39 1.34
C 1.62512 0.18228 2.37868 0.44 -1.60 -0.75
N -0.61296 0.95330 -0.21644 0.52 1.95 0.15
O -0.32080 -1.34857 -1.60559 -2.36 -1.22 0.06
S 0.98821 -0.99764 1.06976 0.38 1.58 0.87
I -0.89738 2.67853 0.85940 0.43 -0.07 0.08
H -2.55475 0.58991 0.13290 -0.62 -0.46 0.13
H -1.38724 -0.79626 0.59902 -0.47 0.61 1.06
H -2.29293 -1.50088 -1.54065 -1.54 -1.52 0.09
H -1.74621 0.02402 -2.21806 -0.19 -0.13 0.02
H 0.93866 0.10377 -2.42614 -0.39 -0.65 1.05
H 1.62382 -1.22247 -1.45052 0.54 -0.08 0.28
H 1.42103 1.15026 -0.21762 -0.73 -1.49 -0.10
H 0.90819 0.95720 2.50046 -0.20 1.07 -0.36
H 2.65975 0.47754 2.02031 -1.32 -0.11 1.13
H 1.51100 -0.34427 3.34290 0.95 0.00 -0.46
```
Positions in Å, forces in eV/Å.

LUMO energy (eV): -0.38
HOMO-LUMO gap (Ha): 0.2938


# C5H10N

An isolated ion of composition C5H10N and charge +1 at a distorted geometry (wB97M-V/def2-TZVPD, the Open Molecules 2025 dataset).

Structure (XYZ):
```
16
Properties=species:S:1:pos:R:3:forces:R:3
C -3.16520 0.11909 0.97885 -1.56 -1.01 4.18
C -1.39212 0.40470 -0.78754 -3.07 -2.51 3.60
C 2.13697 -0.28237 0.14871 2.81 2.20 -2.10
C -0.11246 -0.25690 -0.77934 -1.08 -2.34 -0.10
C 0.83351 0.48836 0.03366 1.88 1.53 0.13
N -2.33683 0.18193 0.08422 2.75 0.81 -2.46
H -3.07257 0.66052 1.99604 0.10 0.01 -2.00
H -3.96335 -0.67597 1.11427 0.90 0.78 -1.13
H -1.73065 0.91670 -1.59269 -0.72 2.26 -2.37
H 2.01412 -1.23877 0.53716 -0.23 -1.46 1.51
H 2.69864 -0.54487 -0.83268 -1.40 0.83 0.98
H 2.91300 0.38037 0.64458 -1.00 -1.20 0.02
H 0.18322 -0.30988 -1.79653 0.55 -0.34 -0.97
H -0.18406 -1.27084 -0.32597 -0.25 0.44 -0.55
H 0.98940 1.48384 -0.45657 0.04 -0.55 0.89
H 0.37654 0.57029 1.01439 0.27 0.55 0.36
```
Positions in Å, forces in eV/Å.

Structure (SMILES): C=[N+]=CCCC
Net charge: +1
LUMO energy (eV): -5.15
HOMO-LUMO gap (Ha): 0.3762